Entry 1:
This record from OMol25 describes a cluster of 6 separate species, C41H40Cl2N7O11 in total in a non-equilibrium geometry. The level of theory is ωB97M-V/def2-TZVPD.

lowest unoccupied orbital energy = -4.3 eV
charge = +1
frontier orbital gap = 6.88 eV

Atoms and positions in Å:
C: -2.98457 0.89611 -0.02334
C: -2.14134 -0.26732 -0.58297
C: -0.67815 0.12535 -0.92401
C: 0.37581 -0.68797 -0.19231
O: 0.79056 -0.03864 1.04972
N: 2.00226 0.57293 0.92135
C: 2.91550 0.27545 1.82624
C: 4.15138 0.91645 1.73204
C: 4.34761 1.80881 0.70430
C: 3.28321 2.02313 -0.19655
C: 3.46595 2.95567 -1.32610
Cl: 5.03621 2.90413 -2.04552
C: 2.55841 3.81137 -1.80897
C: 2.82533 4.68604 -2.98505
Cl: 1.01121 3.99964 -1.07293
N: 2.11976 1.40661 -0.07348
H: -2.50472 1.86430 -0.15664
H: -3.25378 0.75544 1.01695
H: -3.90801 0.95695 -0.59499
H: -2.13535 -1.04873 0.17527
H: -2.60434 -0.65631 -1.48480
H: -0.53979 0.08002 -2.00088
H: -0.57381 1.16679 -0.62735
H: 1.22932 -0.95306 -0.81088
H: -0.07082 -1.62204 0.13690
H: 2.72189 -0.44033 2.60757
H: 4.93507 0.68846 2.43987
H: 5.28119 2.33331 0.59440
H: 1.92550 5.21106 -3.28453
H: 3.13829 4.09115 -3.83896
H: 3.59665 5.41455 -2.74769
C: -5.94782 -5.56626 -0.99384
C: -5.06451 -5.61953 0.07664
C: -4.71814 -4.45940 0.74956
C: -5.26936 -3.25987 0.33716
C: -6.14619 -3.18583 -0.72977
C: -6.48452 -4.35096 -1.39824
N: -4.92192 -2.02817 1.06030
O: -4.12869 -2.11316 1.97895
O: -5.44063 -0.99318 0.69628
H: -6.22023 -6.47516 -1.51350
H: -4.64784 -6.56669 0.38968
H: -4.03297 -4.49486 1.58323
H: -6.56324 -2.23865 -1.03760
H: -7.17039 -4.31133 -2.23283
C: -3.50702 4.69492 -2.27000
C: -4.67965 4.46488 -2.97835
C: -4.94003 3.20921 -3.50508
C: -4.01456 2.20168 -3.30739
C: -2.83951 2.41518 -2.61467
C: -2.58592 3.66990 -2.09282
N: -4.28595 0.85833 -3.83598
O: -5.31061 0.69205 -4.46215
O: -3.46624 -0.01479 -3.61092
H: -3.31164 5.67480 -1.85485
H: -5.39467 5.26333 -3.11755
H: -5.85077 3.02451 -4.05515
H: -2.13067 1.61575 -2.47920
H: -1.67119 3.84344 -1.54154
C: -3.15603 -2.72229 -6.78089
C: -3.80285 -1.55387 -6.39809
C: -3.92342 -0.50515 -7.29499
C: -3.39343 -0.64528 -8.56404
C: -2.74238 -1.79823 -8.96151
C: -2.62466 -2.84304 -8.05889
N: -3.53544 0.46284 -9.52289
O: -4.09076 1.47224 -9.13789
O: -3.08661 0.30321 -10.63876
H: -3.06671 -3.54260 -6.08052
H: -4.21527 -1.46079 -5.40720
H: -4.42683 0.40481 -7.00404
H: -2.33342 -1.88599 -9.95692
H: -2.12016 -3.75277 -8.35424
C: 6.54970 -3.61389 6.29369
C: 6.60754 -4.26793 5.06795
C: 6.67404 -3.53809 3.89586
C: 6.68685 -2.15444 3.97509
C: 6.62974 -1.48754 5.18477
C: 6.55473 -2.22840 6.35117
N: 6.76324 -1.37696 2.73839
O: 6.78224 -1.97101 1.68380
O: 6.78293 -0.15448 2.82602
H: 6.50077 -4.18919 7.20833
H: 6.60147 -5.34803 5.02825
H: 6.71562 -4.03991 2.94072
H: 6.63777 -0.40895 5.22460
H: 6.50719 -1.72825 7.30772
C: 3.23458 3.70068 7.33855
C: 3.60070 3.04075 6.17220
C: 3.74333 1.66322 6.17020
C: 3.51297 0.96519 7.34202
C: 3.15494 1.60502 8.51350
C: 3.01599 2.98401 8.50691
N: 3.64496 -0.49947 7.34195
O: 3.98126 -1.04198 6.30328
O: 3.42113 -1.08688 8.37680
H: 3.11966 4.77626 7.33640
H: 3.77389 3.60203 5.26400
H: 4.03063 1.14370 5.26781
H: 2.98405 1.04288 9.41945
H: 2.73450 3.49912 9.41440

These are the Mulliken partial charges, in e, on atoms 1 to 99: number 1, C, carries -1.38; number 2, C, carries -0.14; number 3, C, carries -0.18; number 4, C, carries -0.90; number 5, O, carries -0.35; number 6, N, carries 0.65; number 7, C, carries -0.59; number 8, C, carries -0.43; number 9, C, carries -0.68; number 10, C, carries 0.91; number 11, C, carries -0.25; number 12, Cl, carries -0.16; number 13, C, carries 0.62; number 14, C, carries -1.39; number 15, Cl, carries -0.17; number 16, N, carries -0.54; number 17, H, carries 0.37; number 18, H, carries 0.41; number 19, H, carries 0.23; number 20, H, carries 0.36; number 21, H, carries 0.13; number 22, H, carries 0.56; number 23, H, carries 0.14; number 24, H, carries 0.37; number 25, H, carries 0.53; number 26, H, carries 0.67; number 27, H, carries 0.55; number 28, H, carries 0.48; number 29, H, carries 0.41; number 30, H, carries 0.37; number 31, H, carries 0.36; number 32, C, carries -0.41; number 33, C, carries -0.48; number 34, C, carries -0.37; number 35, C, carries 0.19; number 36, C, carries -0.31; number 37, C, carries -0.57; number 38, N, carries 1.08; number 39, O, carries -0.62; number 40, O, carries -0.61; number 41, H, carries 0.40; number 42, H, carries 0.38; number 43, H, carries 0.46; number 44, H, carries 0.47; number 45, H, carries 0.40; number 46, C, carries -0.64; number 47, C, carries -0.47; number 48, C, carries -0.57; number 49, C, carries -0.38; number 50, C, carries 0.03; number 51, C, carries 0.03; number 52, N, carries 1.18; number 53, O, carries -0.62; number 54, O, carries -0.57; number 55, H, carries 0.42; number 56, H, carries 0.40; number 57, H, carries 0.50; number 58, H, carries 0.66; number 59, H, carries 0.06; number 60, C, carries -0.77; number 61, C, carries -0.27; number 62, C, carries -0.42; number 63, C, carries 0.10; number 64, C, carries -0.47; number 65, C, carries -0.31; number 66, N, carries 1.02; number 67, O, carries -0.61; number 68, O, carries -0.61; number 69, H, carries 0.39; number 70, H, carries 0.54; number 71, H, carries 0.56; number 72, H, carries 0.46; number 73, H, carries 0.38; number 74, C, carries -0.57; number 75, C, carries -0.46; number 76, C, carries -0.45; number 77, C, carries 0.12; number 78, C, carries -0.16; number 79, C, carries -0.46; number 80, N, carries 1.12; number 81, O, carries -0.61; number 82, O, carries -0.70; number 83, H, carries 0.40; number 84, H, carries 0.40; number 85, H, carries 0.48; number 86, H, carries 0.46; number 87, H, carries 0.44; number 88, C, carries -0.46; number 89, C, carries -0.50; number 90, C, carries -0.17; number 91, C, carries 0.04; number 92, C, carries -0.39; number 93, C, carries -0.50; number 94, N, carries 1.07; number 95, O, carries -0.59; number 96, O, carries -0.61; number 97, H, carries 0.39; number 98, H, carries 0.39; number 99, H, carries 0.50



Entry 2:
This record from OMol25 describes a structure of composition C17H12N7O11Tm in a non-equilibrium geometry. The level of theory is ωB97M-V/def2-TZVPD.

2S+1 = 3
energy above the lowest of the compared OMol25 structures with the same formula, charge and spin = 13.9 kcal per mole
lowest unoccupied orbital energy (spin up / spin down) = -2.5 / -2.5 eV
charge = 0
frontier orbital gap (spin up / spin down) = 7.66 / 7.66 eV

Atoms and positions in Å:
Tm: 10.63045 7.82406 8.10948
C: 8.79683 11.24403 9.56709
C: 8.10825 10.33254 8.62271
N: 8.64882 9.24435 8.12547
C: 7.70590 8.72002 7.21270
C: 6.52830 9.42202 7.30247
N: 6.85110 10.45816 8.17825
C: 5.17118 9.35919 6.65067
O: 4.94196 8.33751 5.81935
O: 4.33849 10.18574 6.98556
C: 8.08696 7.57118 6.36511
O: 7.27255 7.12212 5.55301
O: 9.21319 7.07614 6.67216
H: 8.71588 12.30338 9.14458
H: 9.82754 10.89599 9.58225
H: 8.33987 11.15418 10.59605
H: 6.27028 11.29234 8.34331
H: 5.76699 7.78186 5.58483
N: 12.50945 10.19275 6.92640
C: 13.34439 10.56939 5.90789
C: 12.94325 9.85188 4.80053
C: 11.86850 9.04153 5.18740
N: 11.70249 9.15506 6.53658
H: 12.57464 10.41912 7.93968
H: 14.13928 11.23476 6.02645
H: 13.38968 9.96181 3.77141
H: 11.28828 8.40717 4.50906
O: 12.87447 10.01048 11.51214
C: 12.22784 9.49440 10.66848
N: 11.60500 9.01468 9.75473
O: 13.97075 5.04081 7.58127
C: 13.07703 5.56128 8.18803
O: 12.33091 6.57839 7.76025
C: 12.58903 5.16166 9.59411
C: 11.22544 5.31026 9.68255
C: 10.73034 5.50447 10.95071
C: 11.45141 5.21736 12.12158
C: 12.75629 4.93517 11.92328
C: 13.39518 5.02216 10.68131
N: 13.46479 4.45611 13.12153
O: 12.94268 4.63204 14.21810
O: 14.51019 3.88701 12.85448
N: 9.49686 6.19866 11.00583
O: 9.23609 6.92475 9.97804
O: 8.79881 6.23236 12.03016
H: 10.58933 5.33959 8.81336
H: 10.87399 4.88432 12.94842
H: 14.42476 4.83373 10.44362

Let us look at the Mulliken charges, expressed in e, one per atom: number 1, Tm, carries 1.74; number 2, C, carries -0.90; number 3, C, carries 0.06; number 4, N, carries 0.11; number 5, C, carries 0.43; number 6, C, carries -0.24; number 7, N, carries -0.01; number 8, C, carries 0.45; number 9, O, carries -0.53; number 10, O, carries -0.60; number 11, C, carries 0.76; number 12, O, carries -0.90; number 13, O, carries -0.63; number 14, H, carries 0.36; number 15, H, carries 0.05; number 16, H, carries 0.28; number 17, H, carries 0.29; number 18, H, carries 0.47; number 19, N, carries -0.09; number 20, C, carries -0.26; number 21, C, carries -0.72; number 22, C, carries -0.26; number 23, N, carries -0.06; number 24, H, carries 0.17; number 25, H, carries 0.50; number 26, H, carries 0.31; number 27, H, carries 0.46; number 28, O, carries -0.59; number 29, C, carries 0.62; number 30, N, carries -0.80; number 31, O, carries -0.61; number 32, C, carries 0.01; number 33, O, carries -0.47; number 34, C, carries 0.48; number 35, C, carries -0.64; number 36, C, carries -0.28; number 37, C, carries -0.34; number 38, C, carries 0.03; number 39, C, carries -0.71; number 40, N, carries 0.99; number 41, O, carries -0.59; number 42, O, carries -0.56; number 43, N, carries 0.88; number 44, O, carries -0.47; number 45, O, carries -0.53; number 46, H, carries 1.34; number 47, H, carries 0.47; number 48, H, carries 0.57



The records above give, respectively, DFT total energy values of -3716.872417; -2951.201964 Ha.